[1]
C5H10O | ωB97M-V/def2-TZVPD

Its energy above the lowest of the compared OMol25 structures with the same formula, charge and spin is 301.2 kJ/mol. The calculation puts the HOMO-LUMO gap at 11.0 eV. Its HOMO energy is -9.968 eV. The maximum force is 4.71 eV/Å.

Positions of all 16 atoms, in Å:
C (-1.58, -0.49, 0.47)
C (-0.90, 0.49, -0.46)
C (0.06, 1.53, 0.06)
C (0.56, 0.40, -0.79)
C (1.45, -0.61, -0.15)
O (1.09, -1.96, -0.33)
H (-1.71, -1.46, -0.02)
H (-1.01, -0.65, 1.39)
H (-2.56, -0.11, 0.77)
H (-1.52, 0.81, -1.30)
H (0.05, 2.53, -0.37)
H (0.30, 1.50, 1.12)
H (0.85, 0.62, -1.82)
H (2.52, -0.44, -0.30)
H (1.33, -0.47, 1.06)
H (1.07, -1.69, 0.67)

=====

[2]
C5H8O | ωB97M-V/def2-TZVPD

Its structure (SMILES) is C[C@@]1(O)[C@@H]2C[C@@H]21. Its energy above the lowest of the compared OMol25 structures with the same formula, charge and spin is 320.4 kJ/mol. The calculation puts the HOMO-LUMO gap at 10.7 eV. Its HOMO energy is -9.627 eV. The maximum force is 5.04 eV/Å.

Positions of all 14 atoms, in Å:
C (1.26, 0.07, 1.40)
C (0.92, 0.62, 0.06)
C (-0.14, 0.54, 1.09)
C (-0.24, -0.24, -0.28)
C (-1.13, 0.18, -1.41)
O (-0.02, -1.62, -0.27)
H (1.24, -0.99, 1.56)
H (2.00, 0.74, 1.87)
H (1.48, 1.11, -0.72)
H (-0.86, 1.29, 1.42)
H (-1.76, -0.75, -1.54)
H (-0.45, 0.13, -2.30)
H (-1.78, 0.95, -1.31)
H (-0.52, -2.05, 0.43)

=====

[3]
C21H59BeN4O7 | ωB97M-V/def2-TZVPD

As for the charge: +1. The calculation puts the HOMO-LUMO gap at 9.0 eV. Its HOMO energy is -10.925 eV. The maximum force is 3.17 eV/Å.

Positions of all 92 atoms, in Å:
Be (-5.23, -7.16, 16.62)
O (-6.53, -7.96, 16.77)
H (-7.46, -7.68, 16.64)
C (-12.03, -6.29, 16.03)
C (-10.95, -6.78, 15.10)
O (-9.91, -7.56, 15.70)
H (-11.43, -5.88, 16.87)
H (-12.50, -7.21, 16.46)
H (-12.88, -5.61, 15.76)
H (-10.47, -5.94, 14.61)
H (-11.43, -7.33, 14.25)
H (-10.35, -8.26, 16.20)
C (-6.09, -9.93, 13.11)
C (-4.93, -9.24, 13.97)
C (-5.42, -7.76, 13.99)
O (-4.68, -6.88, 14.90)
C (-4.20, -5.62, 14.34)
N (-4.85, -9.94, 15.39)
H (-5.99, -11.00, 13.46)
H (-6.01, -9.89, 11.99)
H (-7.08, -9.51, 13.27)
H (-3.91, -9.30, 13.61)
H (-6.43, -7.87, 14.43)
H (-5.36, -7.26, 13.00)
H (-3.48, -5.90, 13.50)
H (-3.77, -5.12, 15.17)
H (-5.03, -5.10, 13.85)
H (-4.58, -10.93, 15.29)
H (-5.73, -9.72, 15.81)
C (-3.20, -4.78, 17.56)
C (-4.48, -4.94, 18.35)
C (-4.85, -3.62, 18.97)
O (-5.62, -2.91, 17.94)
C (-6.04, -1.67, 18.51)
N (-5.51, -5.45, 17.43)
H (-3.05, -3.74, 17.34)
H (-3.12, -5.43, 16.70)
H (-2.35, -5.06, 18.19)
H (-4.36, -5.75, 19.07)
H (-3.93, -3.13, 19.29)
H (-5.43, -3.82, 19.87)
H (-6.85, -1.30, 17.93)
H (-5.14, -1.07, 18.69)
H (-6.38, -1.96, 19.52)
H (-5.76, -4.71, 16.73)
H (-6.41, -5.75, 17.88)
C (-4.80, -8.76, 19.67)
C (-3.58, -8.19, 18.84)
C (-2.59, -9.28, 19.04)
O (-1.92, -9.09, 20.32)
C (-0.84, -9.94, 20.50)
N (-3.95, -7.94, 17.42)
H (-5.12, -9.66, 19.10)
H (-5.67, -8.16, 19.86)
H (-4.34, -9.18, 20.53)
H (-3.28, -7.27, 19.39)
H (-1.75, -9.32, 18.35)
H (-3.14, -10.25, 19.02)
H (0.12, -9.55, 20.17)
H (-0.92, -10.92, 19.98)
H (-0.90, -10.04, 21.61)
H (-4.06, -8.87, 16.97)
H (-3.11, -7.56, 17.01)
C (-10.75, -0.49, 15.99)
C (-11.07, -1.80, 15.28)
C (-11.35, -1.72, 13.82)
O (-12.50, -1.01, 13.47)
C (-13.76, -1.53, 13.77)
N (-9.91, -2.65, 15.40)
H (-9.76, -0.10, 15.64)
H (-10.76, -0.69, 17.07)
H (-11.51, 0.28, 15.70)
H (-11.89, -2.21, 15.87)
H (-11.53, -2.75, 13.44)
H (-10.53, -1.26, 13.35)
H (-14.50, -0.99, 13.26)
H (-13.93, -1.46, 14.81)
H (-13.83, -2.55, 13.41)
H (-9.26, -2.28, 14.70)
H (-10.05, -3.61, 15.14)
C (-8.44, -4.46, 19.95)
C (-8.14, -5.60, 20.86)
C (-8.45, -6.93, 20.17)
O (-6.74, -5.54, 21.24)
H (-8.11, -3.51, 20.41)
H (-9.52, -4.50, 19.82)
H (-8.04, -4.65, 18.96)
H (-8.84, -5.44, 21.70)
H (-8.34, -7.84, 20.72)
H (-7.75, -7.04, 19.27)
H (-9.52, -6.85, 19.77)
H (-6.63, -5.81, 22.14)

=====

[4]
C14H9CaClI3NO5S | ωB97M-V/def2-TZVPD

As for the charge: -2. Its energy above the lowest of the compared OMol25 structures with the same formula, charge and spin is 0.0 kJ/mol. The calculation puts the HOMO-LUMO gap at 6.3 eV. Its HOMO energy is -2.425 eV. The maximum force is 0.45 eV/Å.

Positions of all 35 atoms, in Å:
Ca (0.73, -1.33, -0.14)
C (-0.68, -2.55, 1.84)
C (0.29, -3.48, 1.43)
C (-0.03, -3.91, 0.13)
C (-1.21, -3.24, -0.27)
C (-1.61, -2.40, 0.79)
H (-0.71, -2.02, 2.78)
H (1.17, -3.78, 2.00)
H (0.55, -4.60, -0.47)
H (-1.69, -3.32, -1.23)
H (-2.46, -1.73, 0.77)
O (3.80, 1.40, 0.38)
S (3.31, 0.09, -0.01)
O (4.53, -0.73, -0.46)
O (2.35, 0.11, -1.14)
O (2.65, -0.65, 1.10)
Cl (-2.47, 5.29, -0.84)
C (-2.00, 3.61, -1.03)
C (-2.36, 2.94, -2.16)
C (-2.00, 1.60, -2.36)
I (-2.57, 0.63, -4.11)
C (-1.25, 0.86, -1.42)
O (-0.89, -0.34, -1.57)
C (-0.90, 1.61, -0.21)
N (-0.16, 0.92, 0.70)
C (0.28, 1.53, 1.77)
C (-0.02, 2.87, 2.05)
C (-0.78, 3.58, 1.16)
C (-1.24, 2.96, -0.02)
H (-2.93, 3.45, -2.92)
H (0.91, 0.94, 2.43)
H (0.37, 3.34, 2.94)
H (-1.01, 4.62, 1.33)
I (4.14, -2.76, -1.13)
I (3.88, -5.51, -2.09)

=====

[5]
C34H39CdF4N2OSi | ωB97M-V/def2-TZVPD

As for the charge: -1. The calculation puts the HOMO-LUMO gap at 7.2 eV. Its HOMO energy is -4.431 eV. The maximum force is 0.19 eV/Å.

Positions of all 82 atoms, in Å:
Cd (0.69, -0.42, -1.25)
C (4.42, -1.11, 0.84)
C (3.51, 0.06, 1.23)
C (4.35, 1.13, 1.95)
C (2.33, -0.37, 2.09)
C (2.57, -1.17, 3.20)
C (1.54, -1.56, 4.04)
C (0.25, -1.13, 3.77)
C (-0.04, -0.32, 2.67)
C (-1.50, 0.11, 2.51)
C (-1.70, 1.62, 2.63)
C (-2.16, -0.42, 1.25)
C (1.01, 0.05, 1.81)
N (0.74, 0.79, 0.63)
C (1.03, 2.12, 0.65)
C (1.32, 2.87, 1.82)
C (1.55, 4.23, 1.79)
C (1.52, 4.95, 0.60)
C (1.25, 4.25, -0.57)
C (1.03, 2.90, -0.52)
F (0.79, 2.25, -1.70)
H (5.18, -0.76, 0.13)
H (3.87, -1.91, 0.34)
H (4.93, -1.53, 1.70)
H (3.12, 0.50, 0.31)
H (4.76, 0.72, 2.88)
H (3.75, 2.00, 2.20)
H (5.18, 1.45, 1.32)
H (3.58, -1.49, 3.41)
H (1.74, -2.19, 4.90)
H (-0.56, -1.43, 4.43)
H (-2.02, -0.34, 3.36)
H (-1.24, 2.16, 1.80)
H (-1.28, 2.01, 3.56)
H (-2.77, 1.85, 2.62)
H (-1.72, 0.04, 0.37)
H (-3.23, -0.19, 1.25)
H (-2.04, -1.50, 1.15)
H (1.34, 2.34, 2.77)
H (1.76, 4.75, 2.72)
H (1.69, 6.01, 0.58)
H (1.21, 4.74, -1.54)
C (-0.27, -4.96, -1.91)
Si (-0.20, -3.55, -0.66)
C (-1.06, -4.10, 0.93)
C (1.59, -3.30, -0.19)
N (-0.78, -2.06, -1.29)
C (-2.06, -1.84, -1.69)
C (-3.08, -2.81, -1.68)
C (-4.38, -2.55, -2.08)
C (-4.74, -1.29, -2.52)
C (-3.77, -0.30, -2.56)
C (-2.48, -0.57, -2.16)
O (-1.48, 0.41, -2.23)
C (-1.86, 1.73, -2.39)
C (-2.32, 2.45, -1.30)
C (-2.60, 3.80, -1.46)
C (-2.44, 4.41, -2.69)
C (-1.99, 3.67, -3.77)
C (-1.69, 2.32, -3.62)
H (0.27, -5.83, -1.53)
H (0.22, -4.64, -2.83)
H (-1.29, -5.27, -2.15)
H (-0.79, -5.13, 1.18)
H (-2.15, -4.04, 0.88)
H (-0.73, -3.46, 1.75)
H (1.99, -4.22, 0.24)
H (1.70, -2.52, 0.58)
H (2.23, -3.03, -1.04)
H (-2.83, -3.81, -1.34)
H (-5.11, -3.35, -2.04)
H (-5.76, -1.08, -2.84)
H (-4.02, 0.69, -2.92)
H (-2.43, 1.96, -0.34)
H (-2.94, 4.37, -0.60)
H (-2.65, 5.46, -2.81)
H (-1.85, 4.14, -4.74)
H (-1.31, 1.72, -4.45)
F (3.49, -1.29, -2.30)
C (2.49, -0.37, -2.60)
F (3.16, 0.82, -2.65)
F (2.19, -0.64, -3.92)

=====

[6]
H18O9 | ωB97M-V/def2-TZVPD

Its structure (SMILES) is O.O.O.O.O.O.O.O.O. Its energy above the lowest of the compared OMol25 structures with the same formula, charge and spin is 209.8 kJ/mol. The calculation puts the HOMO-LUMO gap at 10.2 eV. Its HOMO energy is -10.377 eV. The maximum force is 1.14 eV/Å.

Positions of all 27 atoms, in Å:
O (1.62, -3.51, -1.93)
H (1.81, -2.71, -1.42)
H (1.57, -3.22, -2.85)
O (-2.51, 0.48, -2.01)
H (-3.43, 0.49, -2.32)
H (-2.02, 0.06, -2.73)
O (-3.57, 2.66, -0.63)
H (-3.06, 1.96, -1.06)
H (-3.95, 3.18, -1.34)
O (-0.90, -1.59, 3.28)
H (-1.12, -2.41, 2.84)
H (-0.24, -1.14, 2.70)
O (-0.45, -0.18, 0.01)
H (-1.16, 0.29, -0.45)
H (-0.06, -0.74, -0.67)
O (2.16, 0.88, -0.99)
H (2.59, 1.71, -0.74)
H (2.39, 0.26, -0.29)
O (-0.04, 3.22, 1.33)
H (0.36, 3.73, 0.62)
H (-0.72, 2.69, 0.89)
O (1.18, -0.32, 2.15)
H (1.09, 0.57, 2.52)
H (0.67, -0.28, 1.31)
O (2.41, -1.93, 0.26)
H (3.17, -2.51, 0.37)
H (2.19, -1.64, 1.16)

=====

[7]
C30H35F3N3O8Pb | ωB97M-V/def2-TZVPD

As for the charge: -1. Its energy above the lowest of the compared OMol25 structures with the same formula, charge and spin is 153.5 kJ/mol. The calculation puts the HOMO-LUMO gap at 5.4 eV. Its HOMO energy is -3.627 eV. The maximum force is 4.42 eV/Å.

Positions of all 80 atoms, in Å:
Pb (1.19, -0.67, -0.99)
O (5.14, -3.55, -0.59)
C (4.37, -2.49, -0.43)
O (3.20, -2.50, 0.03)
C (5.09, -1.16, -0.71)
O (4.12, -0.32, -1.40)
C (4.31, 1.09, -1.60)
C (3.20, 1.90, -0.85)
O (3.62, 2.89, -0.21)
O (2.01, 1.42, -0.81)
H (4.73, -4.43, -0.44)
H (5.41, -0.72, 0.26)
H (5.92, -1.36, -1.36)
H (5.31, 1.46, -1.36)
H (4.15, 1.23, -2.68)
C (-4.24, -3.28, 1.21)
C (-2.74, -3.20, 1.22)
C (-1.96, -4.36, 1.00)
C (-0.59, -4.28, 1.03)
C (0.25, -5.54, 1.08)
C (0.04, -3.04, 1.09)
C (-0.71, -1.82, 1.36)
C (-2.09, -2.02, 1.45)
N (-0.13, -0.65, 1.35)
C (-0.38, 0.51, 2.24)
C (-1.28, 1.42, 1.35)
C (-1.55, 2.79, 2.11)
C (-2.27, 2.50, 3.44)
C (-1.41, 1.51, 4.31)
C (-0.12, 2.31, 4.58)
C (0.71, 2.55, 3.30)
C (-0.17, 3.46, 2.33)
C (0.93, 1.19, 2.63)
C (-1.13, 0.14, 3.55)
H (-4.64, -3.74, 0.26)
H (-4.64, -2.25, 1.22)
H (-4.76, -3.81, 2.01)
H (-2.49, -5.32, 0.88)
H (1.00, -5.50, 1.84)
H (0.79, -5.76, 0.10)
H (-0.36, -6.41, 1.30)
H (1.12, -2.90, 1.11)
H (-2.74, -1.14, 1.61)
H (-2.28, 0.91, 1.17)
H (-0.75, 1.68, 0.42)
H (-2.17, 3.47, 1.42)
H (-3.31, 2.15, 3.27)
H (-2.29, 3.41, 4.08)
H (-1.95, 1.30, 5.24)
H (0.56, 1.84, 5.32)
H (-0.46, 3.26, 5.06)
H (1.65, 3.02, 3.47)
H (0.35, 3.52, 1.37)
H (-0.22, 4.48, 2.82)
H (1.55, 0.53, 3.32)
H (1.57, 1.33, 1.75)
H (-2.11, -0.37, 3.34)
H (-0.52, -0.57, 4.13)
N (-4.17, 3.60, -3.81)
C (-2.83, 3.67, -4.15)
O (-2.33, 4.50, -4.92)
C (-1.97, 2.55, -3.58)
C (-2.41, 1.72, -2.54)
C (-1.57, 0.67, -2.15)
N (-0.39, 0.50, -2.61)
C (0.10, 1.36, -3.49)
C (-0.61, 2.42, -3.99)
H (-4.78, 4.35, -4.20)
H (-4.55, 2.89, -3.16)
H (-3.42, 1.84, -2.04)
H (-1.97, -0.04, -1.44)
H (1.16, 1.26, -3.72)
H (-0.17, 3.20, -4.62)
F (2.69, 0.00, -4.64)
C (2.36, -1.21, -5.21)
F (1.68, -0.95, -6.34)
F (3.48, -1.90, -5.55)
C (1.46, -2.03, -4.21)
O (0.48, -2.62, -4.61)
O (1.95, -1.91, -3.04)

=====

[8]
C18H18BF4OPd | ωB97M-V/def2-TZVPD

Its spin multiplicity is 3. As for the charge: -1. Its energy above the lowest of the compared OMol25 structures with the same formula, charge and spin is 0.0 kJ/mol. The calculation puts the HOMO-LUMO gap (spin up / spin down) at 6.6 / 5.7 eV. Its HOMO energy (spin up / spin down) is -4.157 / -4.142 eV. The maximum force is 3.28 eV/Å.

Positions of all 43 atoms, in Å:
C (0.80, -1.70, 2.89)
C (-0.62, -1.73, 2.69)
C (-0.90, -1.93, 1.33)
H (-1.33, -1.68, 3.49)
C (0.32, -1.99, 0.61)
C (1.43, -1.91, 1.54)
H (2.41, -2.41, 1.43)
H (1.36, -1.82, 3.81)
H (-1.88, -2.07, 0.90)
H (0.43, -2.15, -0.45)
C (-1.00, 1.84, 1.21)
C (-1.02, 1.96, 2.63)
C (0.30, 2.09, 3.10)
H (-1.92, 1.97, 3.25)
C (1.21, 1.99, 1.93)
C (0.33, 1.84, 0.76)
H (0.67, 1.78, -0.27)
H (-1.88, 1.83, 0.58)
H (0.65, 2.38, 4.09)
H (2.21, 2.42, 1.92)
Pd (1.72, -0.05, 2.32)
O (-1.13, -0.05, -1.64)
C (-1.97, -1.10, -2.13)
C (-0.50, -0.96, -2.57)
H (-2.24, -1.83, -1.37)
H (-2.74, -0.76, -2.82)
H (0.15, -1.78, -2.21)
H (1.07, -1.91, -4.63)
C (0.75, -0.89, -4.80)
C (-0.09, -0.28, -3.82)
C (-0.36, 1.10, -3.99)
H (-0.87, 1.65, -3.20)
C (0.05, 1.78, -5.13)
H (-0.21, 2.83, -5.24)
C (0.78, 1.14, -6.13)
H (1.07, 1.67, -7.04)
C (1.16, -0.19, -5.94)
H (1.77, -0.69, -6.69)
F (0.22, 0.44, 4.62)
B (0.00, -0.08, 5.97)
F (-0.99, 0.69, 6.59)
F (-0.41, -1.42, 5.77)
F (1.23, -0.02, 6.65)

=====

[9]
C3H5BrS | ωB97M-V/def2-TZVPD

Its energy above the lowest of the compared OMol25 structures with the same formula, charge and spin is 252.4 kJ/mol. The calculation puts the HOMO-LUMO gap (spin up / spin down) at 6.4 / 6.4 eV. Its HOMO energy (spin up / spin down) is -8.328 / -8.333 eV. The maximum force is 3.31 eV/Å.

Positions of all 10 atoms, in Å:
C (0.40, -0.36, -0.04)
C (0.16, 0.45, -1.23)
C (-0.31, 0.14, 1.21)
S (-0.53, -2.08, -0.48)
Br (1.28, 0.51, -2.67)
H (1.42, -0.51, -0.02)
H (-0.80, 0.87, -1.42)
H (-1.38, 0.30, 1.10)
H (-0.02, 1.16, 1.48)
H (-0.21, -0.47, 2.08)

=====

[10]
CH6OSi | ωB97M-V/def2-TZVPD

Its structure (SMILES) is CO[SiH3]. Its energy above the lowest of the compared OMol25 structures with the same formula, charge and spin is 76.3 kJ/mol. The calculation puts the HOMO-LUMO gap at 11.4 eV. Its HOMO energy is -10.353 eV. The maximum force is 1.71 eV/Å.

Positions of all 9 atoms, in Å:
O (-0.47, 0.63, 0.33)
C (-0.93, 0.20, -0.91)
Si (0.90, -0.08, 0.96)
H (-0.59, 0.84, -1.74)
H (-2.03, 0.31, -0.85)
H (-0.70, -0.85, -1.06)
H (1.55, 0.97, 1.80)
H (1.69, -0.67, -0.17)
H (0.58, -1.36, 1.64)

=====

[11]
H3NO4 | ωB97M-V/def2-TZVPD

Its structure (SMILES) is OONOO. Its energy above the lowest of the compared OMol25 structures with the same formula, charge and spin is 170.2 kJ/mol. The calculation puts the HOMO-LUMO gap at 10.8 eV. Its HOMO energy is -10.072 eV. The maximum force is 3.25 eV/Å.

Positions of all 8 atoms, in Å:
N (-1.43, 0.22, -0.18)
O (0.38, -1.14, -0.15)
O (0.17, 1.85, 0.25)
O (-0.91, -0.85, -0.66)
O (-0.77, 1.43, -0.70)
H (-1.35, 0.19, 0.86)
H (1.03, -0.92, -0.79)
H (0.05, 2.88, 0.21)

=====

[12]
C23H25FeN4O5 | ωB97M-V/def2-TZVPD

Its spin multiplicity is 5. As for the charge: -1. The calculation puts the HOMO-LUMO gap (spin up / spin down) at 3.6 / 5.2 eV. Its HOMO energy (spin up / spin down) is -1.418 / -3.095 eV. The maximum force is 4.60 eV/Å.

Positions of all 58 atoms, in Å:
O (-1.74, -3.80, -1.89)
C (-2.28, -4.39, -1.06)
Fe (-3.25, -4.76, 0.59)
C (-4.52, -5.89, 0.18)
O (-5.30, -6.32, -0.55)
C (-4.05, -3.41, -0.24)
O (-4.35, -2.50, -0.90)
C (-1.06, -1.12, 1.09)
C (-2.00, -0.74, 2.26)
C (-3.20, -1.75, 2.56)
C (-3.49, -3.16, 2.06)
C (-2.41, -4.08, 2.36)
C (-1.11, -3.70, 1.80)
C (-0.71, -2.58, 1.09)
H (-1.87, -1.05, 0.34)
H (-1.45, -0.63, 3.21)
H (-2.41, 0.26, 2.02)
H (-3.14, -1.97, 3.64)
H (-4.13, -1.16, 2.47)
H (-4.53, -3.43, 2.35)
H (-2.48, -4.78, 3.22)
H (-0.42, -4.56, 1.82)
H (-0.06, -2.80, 0.22)
C (3.12, 3.69, 3.50)
C (2.00, 2.92, 2.82)
O (1.04, 2.47, 3.46)
N (2.10, 2.79, 1.43)
C (3.03, 3.68, 0.72)
C (2.58, 4.02, -0.69)
N (2.24, 2.79, -1.36)
C (2.06, 2.99, -2.78)
C (2.00, 1.65, -3.48)
N (1.13, 0.68, -2.80)
C (0.19, -0.03, -3.54)
C (0.63, -0.39, -4.94)
O (-0.92, -0.34, -3.09)
C (1.02, 0.67, -1.39)
C (0.38, -0.38, -0.70)
N (0.00, -0.27, 0.63)
C (0.58, 0.79, 1.33)
C (1.40, 1.77, 0.73)
C (1.58, 1.77, -0.69)
H (4.11, 3.27, 3.24)
H (3.12, 4.76, 3.26)
H (2.98, 3.60, 4.59)
H (3.18, 4.63, 1.26)
H (4.03, 3.23, 0.66)
H (1.73, 4.74, -0.67)
H (3.39, 4.52, -1.24)
H (1.13, 3.57, -2.98)
H (2.90, 3.60, -3.17)
H (1.65, 1.82, -4.51)
H (3.02, 1.25, -3.59)
H (1.68, -0.74, -4.95)
H (-0.03, -1.20, -5.29)
H (0.51, 0.47, -5.62)
H (0.05, -1.30, -1.21)
H (0.37, 0.81, 2.40)

=====

no.,total energy (Ha)
1,-271.63791
2,-270.43585
3,-1595.74259
4,-3399.23654
5,-2360.61085
6,-687.94589
7,-2422.94706
8,-1324.20799
9,-3089.39286
10,-406.41828
11,-357.21359
12,-2750.16114